No. 1
{
  "formula": "C32H35N2PdS2SbSi2",
  "method": "ωB97M-V/def2-TZVPD",
  "max_force_ev_per_a": 0.93,
  "mol_weight_da": 796.1,
  "relative_energy_kj_mol": 114.3,
  "homo_ev": [-6.053, -6.053],
  "species": ["Pd", "C", "Si", "C", "C", "C", "C", "C", "C", "C", "Si", "C", "C", "H", "H", "H", "H", "H", "H", "H", "H", "H", "H", "H", "H", "H", "H", "H", "H", "S", "C", "N", "C", "C", "C", "N", "H", "H", "H", "H", "S", "Sb", "C", "C", "C", "C", "C", "C", "C", "C", "C", "C", "C", "C", "C", "C", "C", "C", "C", "C", "H", "H", "H", "H", "H", "H", "H", "H", "H", "H", "H", "H", "H", "H", "H"],
  "positions_angstrom": [[1.128, 0.024, -0.313], [4.379, 1.211, -1.397], [3.491, -0.155, -0.444], [3.831, -1.750, -1.368], [4.303, -0.260, 1.255], [5.685, -0.348, 1.476], [6.193, -0.527, 2.753], [5.322, -0.601, 3.838], [3.956, -0.496, 3.632], [3.431, -0.331, 2.343], [1.585, -0.376, 1.924], [0.693, 0.919, 2.970], [1.029, -2.057, 2.553], [5.446, 0.972, -1.467], [4.289, 2.180, -0.902], [3.990, 1.295, -2.415], [4.908, -1.922, -1.474], [3.384, -1.720, -2.365], [3.397, -2.593, -0.826], [6.375, -0.283, 0.639], [7.261, -0.617, 2.908], [5.714, -0.753, 4.837], [3.288, -0.548, 4.488], [1.092, 0.901, 3.989], [-0.380, 0.711, 3.027], [0.814, 1.932, 2.575], [1.001, -2.064, 3.649], [1.741, -2.816, 2.221], [0.043, -2.350, 2.183], [0.924, 1.333, -2.603], [1.383, 2.725, -1.811], [1.546, 3.910, -2.493], [1.855, 5.074, -1.890], [2.075, 5.100, -0.553], [1.957, 3.858, 0.117], [1.624, 2.746, -0.468], [1.371, 3.875, -3.487], [1.904, 5.948, -2.526], [2.333, 6.013, -0.041], [2.157, 3.783, 1.185], [0.260, -2.330, -1.049], [-1.704, -1.189, -0.885], [-2.410, 0.737, -0.256], [-3.790, 0.923, -0.240], [-4.320, 2.152, 0.127], [-3.476, 3.195, 0.490], [-2.104, 2.998, 0.512], [-1.570, 1.770, 0.139], [-2.913, -2.200, 0.539], [-2.829, -1.810, 1.874], [-3.595, -2.447, 2.840], [-4.465, -3.465, 2.473], [-4.563, -3.849, 1.144], [-3.784, -3.223, 0.178], [-2.776, -1.488, -2.681], [-3.553, -0.496, -3.271], [-4.280, -0.779, -4.420], [-4.232, -2.048, -4.980], [-3.441, -3.033, -4.403], [-2.706, -2.753, -3.260], [-4.457, 0.107, -0.494], [-5.394, 2.294, 0.139], [-3.893, 4.156, 0.763], [-1.444, 3.800, 0.823], [-0.496, 1.621, 0.185], [-2.165, -1.003, 2.168], [-3.511, -2.148, 3.878], [-5.072, -3.954, 3.224], [-5.247, -4.638, 0.856], [-3.864, -3.537, -0.856], [-3.589, 0.500, -2.849], [-4.882, -0.006, -4.880], [-4.802, -2.267, -5.873], [-3.389, -4.018, -4.848], [-2.064, -3.511, -2.826]],
  "forces_ev_per_angstrom": [[0.3, -0.8, -0.4], [0.0, 0.1, -0.1], [-0.5, 0.2, 0.7], [0.1, -0.1, -0.1], [0.4, 0.0, -0.1], [0.0, 0.0, 0.0], [0.0, 0.0, 0.0], [0.0, 0.0, 0.0], [0.0, 0.0, -0.1], [0.0, 0.0, 0.4], [0.7, 0.0, -0.5], [-0.2, 0.1, 0.0], [-0.2, -0.1, 0.0], [0.0, 0.0, 0.0], [0.0, 0.0, 0.0], [0.0, 0.0, 0.0], [0.0, 0.0, 0.0], [0.0, 0.0, 0.0], [0.0, 0.0, 0.0], [0.0, 0.0, 0.0], [0.0, 0.0, 0.0], [0.0, 0.0, 0.0], [0.0, 0.0, 0.0], [0.0, 0.0, 0.0], [0.0, 0.0, 0.0], [0.0, 0.0, 0.0], [0.0, 0.0, 0.0], [0.0, 0.0, 0.0], [0.0, 0.0, 0.0], [0.0, 0.1, 0.2], [0.1, 0.0, 0.1], [-0.1, -0.2, -0.1], [0.0, 0.2, 0.0], [0.0, 0.0, 0.0], [0.1, 0.2, 0.0], [-0.4, 0.3, -0.2], [0.0, 0.0, 0.0], [0.0, 0.0, 0.0], [0.0, 0.0, 0.0], [0.0, 0.1, 0.0], [-0.3, 0.3, 0.0], [-0.4, -0.3, 0.3], [0.3, 0.2, -0.1], [0.0, 0.0, 0.1], [0.0, 0.0, 0.0], [0.0, 0.0, 0.0], [0.0, 0.0, 0.0], [-0.1, 0.0, 0.0], [-0.1, 0.0, 0.0], [0.0, 0.0, 0.0], [0.0, 0.0, 0.0], [0.0, 0.0, 0.0], [0.0, 0.0, 0.0], [0.1, 0.0, 0.0], [0.0, 0.1, -0.1], [0.0, -0.1, 0.0], [0.0, 0.0, 0.0], [0.0, 0.0, 0.0], [0.0, 0.0, 0.0], [0.0, 0.0, 0.0], [0.0, 0.0, 0.0], [0.0, 0.0, 0.0], [0.0, 0.0, 0.0], [0.0, 0.0, 0.0], [0.1, 0.0, 0.0], [0.0, 0.0, 0.0], [0.0, 0.0, 0.0], [0.0, 0.0, 0.0], [0.0, 0.0, 0.0], [0.0, 0.0, 0.0], [0.0, 0.0, 0.0], [0.0, 0.0, 0.0], [0.0, 0.0, 0.0], [0.0, 0.0, 0.0], [0.0, 0.0, 0.0]]
}

No. 2
{
  "formula": "C32H36AsMgNO8STe",
  "method": "ωB97M-V/def2-TZVPD",
  "max_force_ev_per_a": 3.93,
  "mol_weight_da": 821.5,
  "relative_energy_kj_mol": 120.2,
  "charge": -2,
  "homo_ev": -1.595,
  "species": ["Mg", "O", "As", "O", "O", "C", "C", "C", "C", "C", "C", "S", "O", "O", "O", "H", "H", "H", "H", "H", "C", "C", "O", "O", "H", "H", "H", "Te", "C", "C", "C", "C", "C", "C", "C", "C", "C", "C", "C", "C", "H", "H", "H", "H", "H", "H", "H", "H", "H", "H", "C", "C", "C", "C", "C", "C", "C", "C", "N", "C", "C", "C", "C", "H", "H", "H", "H", "H", "H", "H", "H", "H", "H", "H", "H", "H", "H", "H", "H", "H", "H"],
  "positions_angstrom": [[-0.209, 0.109, 2.010], [-2.509, 0.943, 5.035], [-1.607, 1.880, 3.825], [-1.521, 3.354, 4.514], [-0.160, 1.153, 3.593], [-2.758, 2.015, 2.245], [-3.200, 3.297, 1.939], [-3.951, 3.538, 0.800], [-4.267, 2.495, -0.057], [-3.843, 1.213, 0.255], [-3.093, 0.986, 1.394], [-2.563, -0.691, 1.660], [-2.006, -0.773, 3.005], [-3.743, -1.512, 1.491], [-1.512, -0.995, 0.680], [-2.331, 0.045, 4.735], [-2.938, 4.093, 2.630], [-4.285, 4.546, 0.582], [-4.849, 2.669, -0.953], [-4.104, 0.358, -0.353], [-0.009, 3.862, 0.846], [-0.246, 2.558, 0.079], [-0.276, 2.606, -1.155], [-0.424, 1.501, 0.746], [-0.783, 4.582, 0.577], [0.957, 4.256, 0.537], [-0.020, 3.689, 1.925], [-1.109, 0.067, -1.634], [-0.921, 0.279, -3.813], [0.182, -0.227, -4.488], [0.263, -0.204, -5.871], [-0.769, 0.341, -6.617], [-1.866, 0.874, -5.961], [-1.933, 0.838, -4.578], [-1.954, -1.861, -2.183], [-1.128, -2.927, -2.508], [-1.644, -4.183, -2.769], [-3.010, -4.399, -2.715], [-3.849, -3.343, -2.405], [-3.321, -2.092, -2.144], [0.995, -0.641, -3.908], [1.134, -0.611, -6.376], [-0.717, 0.355, -7.701], [-2.672, 1.320, -6.533], [-2.788, 1.260, -4.067], [-0.058, -2.763, -2.553], [-0.978, -5.004, -3.010], [-3.415, -5.387, -2.897], [-4.920, -3.502, -2.369], [-3.994, -1.280, -1.906], [6.178, -0.371, 0.185], [4.915, 0.217, 0.768], [4.829, 1.577, 1.012], [3.650, 2.092, 1.555], [3.550, 3.564, 1.860], [2.596, 1.251, 1.816], [2.625, -0.143, 1.576], [3.850, -0.623, 1.056], [1.519, -0.859, 1.874], [1.549, -2.315, 1.884], [1.550, -2.902, 0.458], [0.258, -2.808, 2.550], [2.726, -2.878, 2.728], [6.882, 0.414, -0.089], [5.962, -0.962, -0.706], [6.666, -1.024, 0.913], [5.664, 2.234, 0.793], [4.479, 3.925, 2.302], [2.736, 3.752, 2.554], [3.374, 4.139, 0.949], [1.698, 1.652, 2.254], [3.998, -1.670, 0.846], [0.636, -2.589, -0.038], [1.583, -3.994, 0.490], [2.388, -2.535, -0.126], [-0.600, -2.481, 1.975], [0.182, -2.401, 3.557], [0.233, -3.899, 2.588], [3.573, -3.180, 2.117], [2.407, -3.756, 3.292], [3.061, -2.116, 3.429]],
  "forces_ev_per_angstrom": [[1.6, -0.5, 0.0], [0.1, -0.1, -0.4], [-1.2, 1.8, 2.0], [-0.1, 0.7, -0.3], [0.8, -0.4, 0.0], [0.2, 0.1, 0.3], [0.0, 0.2, 0.4], [0.0, 0.0, -0.1], [0.0, -0.2, 0.1], [-0.3, -0.1, -0.1], [0.0, -0.3, 0.0], [-3.5, -1.7, -0.5], [0.7, 0.5, 0.1], [0.2, 0.3, -0.1], [0.3, 0.2, 0.6], [-0.3, -0.4, 0.2], [0.0, 0.0, -0.1], [0.0, 0.0, 0.0], [0.0, 0.0, 0.0], [0.0, 0.1, -0.1], [0.0, -0.4, 0.1], [0.1, 0.8, -0.2], [0.1, 0.2, -0.3], [0.1, 0.2, -0.1], [0.0, 0.0, 0.0], [0.0, 0.1, 0.0], [0.0, 0.1, -0.1], [0.0, -0.4, -2.0], [0.0, 0.1, 0.5], [0.3, -0.1, 0.2], [0.1, -0.1, -0.2], [0.0, 0.0, -0.2], [-0.1, 0.0, -0.2], [-0.3, 0.2, 0.2], [0.2, 0.2, 0.3], [0.3, 0.1, 0.0], [0.1, -0.2, -0.1], [0.0, -0.2, 0.0], [-0.2, -0.2, -0.1], [-0.1, 0.2, 0.0], [0.1, -0.1, 0.0], [0.0, 0.0, 0.1], [0.0, 0.0, 0.0], [0.0, 0.0, 0.0], [-0.1, 0.0, 0.0], [0.1, -0.1, 0.0], [0.0, 0.0, 0.0], [0.0, 0.0, 0.0], [-0.1, 0.0, 0.1], [-0.1, 0.1, 0.1], [-0.1, 0.0, 0.1], [0.1, 0.2, -0.1], [0.1, 0.0, -0.1], [0.0, 0.0, 0.0], [0.0, -0.1, 0.0], [0.0, 0.3, 0.0], [0.4, -0.2, -0.1], [0.0, -0.2, -0.1], [0.1, -0.4, 0.0], [0.3, -0.5, 0.0], [0.0, 0.1, 0.3], [0.2, 0.1, -0.1], [-0.1, 0.0, -0.2], [0.0, 0.0, 0.0], [0.0, 0.0, 0.0], [0.1, -0.1, 0.0], [0.1, 0.0, 0.0], [0.1, 0.1, 0.1], [-0.1, 0.1, 0.0], [0.0, 0.1, 0.0], [-0.1, 0.2, 0.2], [-0.1, -0.1, 0.0], [-0.1, 0.0, -0.1], [0.0, -0.1, 0.0], [0.1, 0.0, -0.1], [0.0, -0.2, 0.0], [0.0, 0.0, 0.2], [0.1, 0.0, 0.0], [0.1, 0.0, 0.0], [0.0, -0.1, 0.0], [0.0, 0.0, 0.1]]
}

No. 3
{
  "formula": "C32H36BBrN5O2SiTi",
  "method": "ωB97M-V/def2-TZVPD",
  "max_force_ev_per_a": 0.16,
  "mol_weight_da": 689.3,
  "relative_energy_kj_mol": 0.0,
  "charge": 1,
  "homo_ev": -11.532,
  "species": ["Ti", "B", "N", "C", "C", "C", "N", "N", "C", "C", "C", "N", "H", "H", "H", "H", "H", "H", "H", "H", "C", "Si", "C", "N", "C", "C", "C", "C", "C", "C", "C", "C", "C", "C", "C", "C", "C", "C", "C", "C", "C", "H", "H", "H", "H", "H", "H", "H", "H", "H", "H", "H", "H", "H", "H", "H", "H", "H", "H", "H", "H", "H", "H", "H", "H", "Br", "C", "C", "C", "C", "C", "C", "C", "O", "O", "H", "H", "H", "H"],
  "positions_angstrom": [[0.569, 0.305, 0.236], [-1.905, -0.004, 2.467], [-1.956, 1.292, 1.595], [-2.790, 2.320, 1.673], [-2.443, 3.271, 0.716], [-1.339, 2.737, 0.087], [-1.055, 1.527, 0.609], [-0.461, -0.079, 3.066], [-0.095, -0.310, 4.321], [1.292, -0.426, 4.382], [1.713, -0.245, 3.082], [0.645, -0.036, 2.282], [-2.091, -0.959, 1.763], [-2.689, 0.110, 3.363], [-3.579, 2.317, 2.406], [-2.917, 4.216, 0.526], [-0.721, 3.155, -0.690], [-0.841, -0.380, 5.095], [1.897, -0.610, 5.251], [2.708, -0.261, 2.668], [-0.191, -1.519, -0.193], [0.635, -2.288, -1.692], [1.382, -0.730, -2.488], [0.641, 0.493, -2.034], [-0.786, 0.477, -2.552], [-1.038, 1.448, -3.700], [0.084, 1.366, -4.724], [1.414, 1.776, -4.072], [1.351, 1.701, -2.546], [1.977, -3.483, -1.222], [1.926, -4.819, -1.624], [2.917, -5.714, -1.241], [3.971, -5.284, -0.449], [4.036, -3.958, -0.040], [3.048, -3.067, -0.425], [-0.613, -3.075, -2.832], [-0.309, -3.259, -4.184], [-1.215, -3.858, -5.047], [-2.445, -4.286, -4.567], [-2.764, -4.118, -3.227], [-1.853, -3.517, -2.369], [-0.153, -2.142, 0.703], [-1.245, -1.310, -0.416], [1.392, -0.781, -3.580], [2.420, -0.625, -2.162], [-1.472, 0.688, -1.733], [-0.996, -0.536, -2.896], [-1.137, 2.472, -3.328], [-2.000, 1.188, -4.143], [-0.132, 1.998, -5.584], [0.141, 0.341, -5.101], [1.663, 2.808, -4.327], [2.235, 1.166, -4.449], [0.851, 2.579, -2.141], [2.360, 1.692, -2.136], [1.105, -5.166, -2.240], [2.865, -6.746, -1.560], [4.742, -5.981, -0.150], [4.860, -3.624, 0.578], [3.121, -2.034, -0.099], [0.653, -2.939, -4.575], [-0.962, -3.994, -6.090], [-3.154, -4.754, -5.238], [-3.720, -4.457, -2.851], [-2.118, -3.397, -1.323], [5.301, -0.338, 1.022], [5.177, 1.542, 0.863], [6.363, 2.239, 1.043], [6.380, 3.622, 0.967], [5.211, 4.327, 0.718], [4.030, 3.635, 0.543], [3.990, 2.237, 0.605], [2.663, 1.638, 0.383], [2.503, 0.343, 0.250], [1.628, 2.325, 0.293], [7.272, 1.690, 1.246], [7.314, 4.148, 1.108], [5.222, 5.407, 0.663], [3.105, 4.161, 0.353]],
  "forces_ev_per_angstrom": [[-0.1, 0.0, 0.1], [0.0, 0.0, 0.0], [0.0, 0.0, 0.0], [0.0, 0.0, 0.0], [0.0, 0.0, 0.0], [0.0, 0.0, 0.0], [0.0, 0.0, 0.0], [0.0, 0.0, 0.0], [0.0, 0.0, 0.0], [0.0, 0.0, 0.0], [0.0, 0.0, 0.0], [0.0, 0.0, -0.1], [0.0, 0.0, 0.0], [0.0, 0.0, 0.0], [0.0, 0.0, 0.0], [0.0, 0.0, 0.0], [0.0, 0.0, 0.0], [0.0, 0.0, 0.0], [0.0, 0.0, 0.0], [0.0, 0.0, 0.0], [0.0, 0.0, -0.1], [0.0, 0.0, 0.0], [0.0, 0.0, 0.0], [0.0, 0.0, 0.0], [0.0, 0.0, 0.0], [0.0, 0.0, 0.0], [0.0, 0.0, 0.0], [0.0, 0.0, 0.0], [0.0, 0.0, 0.0], [0.0, 0.0, 0.0], [0.0, 0.0, 0.0], [0.0, 0.0, 0.0], [0.0, 0.0, 0.0], [0.0, 0.0, 0.0], [0.0, 0.0, 0.0], [0.0, 0.0, 0.0], [0.0, 0.0, 0.0], [0.0, 0.0, 0.0], [0.0, 0.0, 0.0], [0.0, 0.0, 0.0], [0.0, 0.0, 0.0], [0.0, 0.0, 0.0], [0.0, 0.0, 0.0], [0.0, 0.0, 0.0], [0.0, 0.0, 0.0], [0.0, 0.0, 0.0], [0.0, 0.0, 0.0], [0.0, 0.0, 0.0], [0.0, 0.0, 0.0], [0.0, 0.0, 0.0], [0.0, 0.0, 0.0], [0.0, 0.0, 0.0], [0.0, 0.0, 0.0], [0.0, 0.0, 0.0], [0.0, 0.0, 0.0], [0.0, 0.0, 0.0], [0.0, 0.0, 0.0], [0.0, 0.0, 0.0], [0.0, 0.0, 0.0], [0.0, 0.0, 0.0], [0.0, 0.0, 0.0], [0.0, 0.0, 0.0], [0.0, 0.0, 0.0], [0.0, 0.0, 0.0], [0.0, 0.0, 0.0], [0.0, 0.0, 0.0], [0.0, 0.0, 0.0], [0.0, 0.0, 0.0], [0.0, 0.0, 0.0], [0.0, 0.0, 0.0], [0.0, 0.0, 0.0], [0.0, 0.0, 0.0], [0.0, -0.1, 0.0], [0.0, 0.0, 0.0], [0.0, 0.0, 0.0], [0.0, 0.0, 0.0], [0.0, 0.0, 0.0], [0.0, 0.0, 0.0], [0.0, 0.0, 0.0]]
}